No. 1
Density functional theory data (ωB97M-V/def2-TZVPD) for C3H3NO in the gas phase.

HOMO-LUMO gap = 9.141 eV
Energy relative to the best compared isomer or geometry (same formula, charge and spin) = 118.86 kcal per mole
Structure (SMILES) = COC1=C=N1
HOMO energy = -8.53 eV
Max |F| = 0.125 hartree/bohr

Geometry as ORCA input:
```
! RIJCOSX wB97M-V def2-TZVPD def2/J DEFGRID3
* xyz 0 1
C -1.076 1.791 -0.666
C -1.121 0.349 0.028
C 1.079 -0.707 0.123
N -2.124 1.231 -0.041
O -0.528 -0.687 0.434
H 0.942 0.149 -0.411
H 1.107 -1.610 -0.455
H 1.722 -0.516 0.989
*
```

No. 2
Density functional theory data (ωB97M-V/def2-TZVPD) for C2H3NO4 in the gas phase.

HOMO-LUMO gap = 10.278 eV
Energy relative to the best compared isomer or geometry (same formula, charge and spin) = 107.59 kcal per mole
Structure (SMILES) = O=C(O)C[N+](=O)[O-]
HOMO energy = -11.19 eV
Max |F| = 0.175 hartree/bohr

Geometry as ORCA input:
```
! RIJCOSX wB97M-V def2-TZVPD def2/J DEFGRID3
* xyz 0 1
C 1.242 0.003 -0.141
C -0.110 -0.646 0.287
H 0.443 1.663 -0.268
H -0.162 -0.738 1.581
H -0.065 -1.563 0.054
N -1.337 0.042 -0.186
O 1.277 1.336 -0.342
O 2.198 -0.720 -0.377
O -2.149 -0.675 -0.610
O -1.337 1.298 0.003
*
```

No. 3
Density functional theory data (ωB97M-V/def2-TZVPD) for C3H3NOS2 in the gas phase.

HOMO-LUMO gap = 8.001 eV
Energy relative to the best compared isomer or geometry (same formula, charge and spin) = 75.05 kcal per mole
Structure (SMILES) = S=C1C=NSCO1
HOMO energy = -9.37 eV
Max |F| = 0.083 hartree/bohr

Geometry as ORCA input:
```
! RIJCOSX wB97M-V def2-TZVPD def2/J DEFGRID3
* xyz 0 1
C -0.102 0.626 0.600
C 0.132 0.222 -1.722
C 0.137 -0.745 1.152
H 1.184 0.641 -1.924
H -0.482 0.451 -2.702
H 0.332 -0.744 2.315
N 0.410 -1.758 0.490
O -0.703 0.797 -0.645
S -0.376 1.943 1.577
S 0.422 -1.632 -1.337
*
```